No. 1
Density functional theory data (wB97M-V/def2-TZVPD) for a molecular structure, C22H11Cl5N3O4PtS2.

Computed properties:
Kohn-Sham gap in eV: 5.7386
HOMO level in hartree: -0.160
ΔE to the lowest compared entry with this formula, charge and spin in kJ/mol: 36.67
E_tot in Ha: -4526.8829
E_LUMO in Eh: 0.0506
Net charge: -1

Each line ends with the Löwdin charge.
Positions of all 48 atoms, in Å:
1 Pt 0.307733 1.219796 -1.257285  0.82
2 Cl 1.082733 2.642396 -3.643885  0.67
3 Cl 0.920333 7.751396 -1.849685  0.66
4 Cl -0.253867 6.719296 0.829015  0.65
5 Cl 1.442333 5.762496 -4.197485  0.66
6 Cl -0.707967 3.674396 1.241215  0.71
7 S 3.017333 1.164696 2.348515  0.99
8 S 2.809133 1.226896 -0.679485  0.57
9 O 0.390233 -8.020204 -1.365485  0.05
10 O -1.564167 -1.370304 -1.031385  0.00
11 O 0.544533 -0.882004 -1.560685  -0.18
12 O 2.234733 -7.426004 -0.402685  0.05
13 N 1.162333 -7.157504 -0.945185  -0.35
14 N 0.827033 0.862096 0.994915  -0.10
15 N -1.682967 1.356096 -2.274685  0.10
16 C 1.271333 -3.478404 -0.708485  0.01
17 C 0.065933 0.560196 5.051715  -0.12
18 C -0.043167 4.234196 -0.245585  -0.69
19 C 0.644133 6.070696 -1.633385  -0.72
20 C 0.455033 0.759596 2.304015  -0.36
21 C 0.913433 5.177596 -2.670085  -0.71
22 C -3.882967 0.699596 -1.090985  -0.04
23 C 0.025833 -3.132704 -1.233285  -0.10
24 C -0.397167 -1.677004 -1.269985  -0.62
25 C 1.651933 -4.798804 -0.622085  0.02
26 C 0.274333 3.304196 -1.227185  -0.37
27 C 0.788933 -5.794804 -1.081285  -0.17
28 C -0.822167 -4.133804 -1.707185  -0.01
29 C -0.442267 -5.457904 -1.650285  0.01
30 C 0.141833 5.602896 -0.422885  -0.71
31 C 0.739833 3.821696 -2.437485  -0.72
32 C -0.998767 0.425396 4.165515  -0.10
33 C -0.822767 0.521396 2.798815  -0.04
34 C 1.524833 0.899896 3.215415  -0.48
35 C -2.667067 1.032896 -1.765385  -0.23
36 C 2.111933 1.059396 0.841715  -1.17
37 C 1.345033 0.794196 4.581915  -0.11
38 H -3.856867 1.142596 -0.094885  0.09
39 H -1.642567 0.411396 2.106515  0.10
40 H -0.108367 0.489496 6.115915  0.09
41 H -1.987167 0.248896 4.561715  0.09
42 H 2.602133 -5.086904 -0.197785  0.12
43 H 2.184533 0.888696 5.255115  0.10
44 H -3.928267 -0.385504 -1.002385  0.08
45 H -1.076267 -6.251804 -2.019085  0.11
46 H -1.782967 -3.858904 -2.118685  0.12
47 H 1.929533 -2.696304 -0.362085  0.12
48 H -4.741267 1.084396 -1.643585  0.09

Force components x, y, z for each atom (eV/Å):
-0.7175 0.8320 -0.8325
0.3628 0.4912 -0.9737
0.0188 0.2815 -0.0993
0.0036 0.0269 0.0637
0.1000 -0.0042 -0.1306
-0.1508 -0.1084 0.3167
-0.4097 -0.1098 -0.0542
-0.0994 0.1957 -0.4232
0.4660 0.5446 0.2273
-0.4181 -0.4927 0.2060
0.3802 0.5556 0.2105
-0.7127 0.2286 -0.3899
0.4942 -1.9438 0.1746
0.1904 -0.0440 0.2382
-0.4027 -0.3284 0.6096
-0.2395 0.2111 -0.1215
-0.0159 0.0215 0.1662
-0.0483 -0.2993 -0.0951
-0.0856 -0.0895 0.0402
0.4932 -0.0261 0.6690
-0.0395 -0.0497 0.1902
-0.4973 -0.3002 0.2520
0.0260 -0.1476 -0.0309
-0.2023 0.2124 -0.0816
-0.0351 -0.5682 0.0290
0.4726 -1.2334 -0.1518
-0.4379 1.8049 -0.1533
0.1097 0.2633 0.0894
0.2923 -0.5081 0.1588
0.0799 -0.0393 -0.2435
-0.1934 -0.0693 0.2686
-0.1430 0.0376 0.0486
0.1056 0.0291 -0.0830
0.1566 -0.0750 -0.0214
1.2697 0.6421 -0.7349
0.2053 -0.0390 0.5093
-0.0462 0.0195 -0.0537
-0.0581 -0.0186 -0.0145
-0.1122 -0.0371 -0.0898
-0.0240 -0.0380 0.0657
-0.1347 -0.0452 0.0267
0.0034 0.0297 0.0153
0.0353 0.0214 0.0901
-0.0498 0.0135 0.0324
-0.0289 0.0563 0.0178
-0.0318 0.0403 0.0197
0.0403 0.1064 -0.0191
0.0285 -0.0503 0.0623

=====

No. 2
Density functional theory data (wB97M-V/def2-TZVPD) for a molecular structure, C22H11Cl8N4O3ReS.

Computed properties:
Kohn-Sham gap (spin up / spin down) in eV: 6.2183 / 5.3972
HOMO level (spin up / spin down) in hartree: -0.417 / -0.415
Multiplicity: 2
ΔE to the lowest compared entry with this formula, charge and spin in kJ/mol: 1484.25
<S²>: 0.77
E_tot in Ha: -5446.9915
E_LUMO (spin up / spin down) in Eh: -0.1890 / -0.2162
Net charge: +1

Each line ends with the Löwdin charge.
Positions of all 50 atoms, in Å:
1 Re 0.873620 1.566848 -0.767334  1.19
2 Cl 0.760328 5.460288 0.066558  0.62
3 Cl 6.051431 -0.969418 2.742625  0.74
4 Cl 1.989952 -1.519913 -0.942347  1.04
5 Cl 4.931749 -2.326637 0.192077  0.82
6 Cl 2.000577 2.530987 2.760741  0.75
7 Cl -2.027916 5.942952 0.558597  0.65
8 Cl 4.519792 1.386980 4.035437  0.74
9 Cl -0.280189 5.229107 2.757059  0.63
10 S -0.445987 2.761392 -2.325603  0.67
11 O 3.431513 3.447906 -1.108954  0.20
12 O 0.050121 2.704027 0.629633  -0.38
13 O -2.095276 3.078895 1.101721  0.08
14 N -3.088511 2.642550 -2.228786  0.13
15 N 1.536156 0.246250 -1.647584  -0.34
16 N -0.928520 0.397829 -0.712466  -0.10
17 N -2.101410 0.951104 -1.092635  0.04
18 C -1.973223 2.042637 -1.809106  -0.78
19 C 4.583707 -0.413276 2.056718  -0.69
20 C 2.880462 -0.510208 0.462303  -0.29
21 C 0.279106 -2.698858 0.738116  -0.03
22 C 2.528116 2.803272 -0.940813  -0.18
23 C -0.641344 4.978365 1.037244  -1.50
24 C 2.724950 1.157228 2.029946  -0.67
25 C -0.982933 3.463434 0.889983  -0.78
26 C 4.077367 -1.031995 0.925229  -0.65
27 C -0.975371 -0.861520 -0.389243  -0.21
28 C -3.245647 -1.286811 0.525179  -0.02
29 C -3.551894 -3.503630 -1.131082  -0.06
30 C -2.384021 -2.758753 -1.184779  -0.03
31 C 0.213848 -1.601295 -0.002618  -0.12
32 C 2.447496 -2.000754 -2.407240  -0.21
33 C 2.196058 0.596776 0.850522  -0.22
34 C -4.401379 -2.048350 0.588853  -0.06
35 C 1.500877 -3.506329 0.741317  -0.07
36 C 3.885606 0.657298 2.626642  -0.69
37 C 2.371733 -3.096882 -0.153649  -0.16
38 C -4.556566 -3.151708 -0.240319  -0.06
39 C -2.237052 -1.646637 -0.363564  -0.21
40 H -3.040703 3.553872 -2.650276  0.10
41 H -3.676141 -4.358607 -1.781822  0.11
42 H -0.579439 -3.012063 1.322262  0.15
43 H -5.186028 -1.775097 1.281379  0.11
44 H 2.280028 -1.286006 -3.191604  0.05
45 H -1.592415 -3.036414 -1.871659  0.12
46 H 1.637008 -4.368399 1.377849  0.13
47 H -3.129324 -0.408018 1.146638  0.12
48 H -5.463464 -3.739315 -0.191227  0.11
49 H -3.968549 2.330907 -1.848843  0.13
50 H 2.801701 -3.014013 -2.461076  0.05

Force components x, y, z for each atom (eV/Å):
0.5093 -1.0355 -0.8708
0.0477 -0.0199 0.0011
-0.0333 0.0121 -0.0138
0.1559 -0.3654 0.1940
-0.0366 -0.1024 -0.1338
-0.0546 0.0938 -0.0180
-0.0352 0.0132 0.0002
-0.0107 -0.0089 0.0185
-0.0024 -0.0099 -0.0309
-0.2214 -0.0687 -0.0067
0.0273 -0.0673 0.0716
0.2204 0.1317 0.1644
-0.0635 0.0097 -0.1147
0.0420 -0.0072 0.1556
-0.2411 1.2701 0.3555
-0.0846 -0.1143 0.2364
0.1101 -0.0142 -0.1346
0.0293 0.0991 -0.1068
0.1936 -0.0483 0.1277
0.1855 0.1716 0.0103
0.0721 -0.1869 0.1685
-0.1249 0.1401 -0.0855
0.0541 -0.0292 -0.0218
-0.0853 0.0044 -0.0813
-0.0689 -0.1635 0.2463
-0.1912 0.1007 0.0700
0.2265 0.0293 0.0241
-0.0560 0.0028 -0.0123
0.0023 -0.0058 -0.0042
-0.0228 -0.0260 0.0252
-0.6193 0.2603 -0.0050
-0.0561 0.0828 -0.0567
-0.1172 -0.1985 -0.0084
0.0112 0.0098 -0.0073
0.0134 0.2311 -0.2015
0.0662 0.0306 0.0298
0.1504 -0.2705 0.1077
0.0021 -0.0050 -0.0012
0.0280 0.0482 -0.0210
0.0112 -0.0183 -0.0342
-0.0020 -0.0019 0.0024
-0.0152 0.0508 -0.0183
0.0017 -0.0017 0.0029
-0.0026 0.0015 0.0053
-0.0008 -0.0001 -0.0048
-0.0186 -0.0058 0.0180
0.0054 -0.0034 0.0040
-0.0011 0.0001 -0.0045
-0.0087 -0.0142 -0.0257
0.0082 -0.0011 -0.0156